Record 1
8
Properties=species:S:1:pos:R:3 method="wB97M-V/def2-TZVPD" charge=-1 gap_ev=7.675 homo_ha=-0.1437 e_lumo_ev=3.765
C 2.04810 0.18082 0.05066
C -1.69785 0.33765 -0.78681
O 2.23392 -0.13341 -1.07935
O 2.32099 0.71577 1.05064
O 0.60074 -0.80200 0.73614
O -1.84847 -1.02743 -0.36173
F -2.89265 0.98776 -0.35980
S -0.76477 -0.25916 0.75025



Record 2
16
Properties=species:S:1:pos:R:3 method="wB97M-V/def2-TZVPD" gap_ev=8.159 homo_ha=-0.3075 e_lumo_ev=-0.209
Rb 0.37762 -2.16139 -0.60012
B -1.86586 -1.58794 -0.19103
H -2.93583 -1.44879 -0.19653
H -1.27437 -0.73411 -0.48320
H -1.65544 -1.84277 0.83612
H -1.62630 -2.40279 -0.85651
C -0.50214 1.42022 0.11834
S 0.83729 0.57289 1.09037
O 0.59611 -0.91470 0.77915
C 2.31664 1.08896 0.09342
H -0.28258 2.48754 0.14483
H -1.45040 1.06683 0.52334
H -0.35844 0.93376 -0.84644
H 3.00060 0.24333 0.02125
H 2.84278 1.95977 0.48451
H 1.98030 1.31920 -0.91750



Record 3
14
Properties=species:S:1:pos:R:3 method="wB97M-V/def2-TZVPD" gap_ev=10.033 smiles=CN.CN homo_ha=-0.3296 e_lumo_ev=1.063
C -0.78927 -0.38703 -1.96153
N -1.29711 0.69859 -1.10324
H -0.44786 0.07457 -2.89425
H 0.04044 -0.91837 -1.49492
H -1.63105 -0.99387 -2.27141
H -0.59337 1.35650 -0.83711
H -1.71411 0.24139 -0.30592
C 0.52475 -0.43537 1.59037
N 1.44831 0.64188 1.24857
H -0.46723 -0.05698 1.34928
H 0.80174 -1.27484 0.94159
H 0.47308 -0.86053 2.58463
H 1.25193 1.53968 1.68078
H 2.39976 0.37438 1.47317



Record 4
14
Properties=species:S:1:pos:R:3 method="wB97M-V/def2-TZVPD" gap_ev=9.672 smiles=CN.CN homo_ha=-0.3127 e_lumo_ev=1.164
C -0.08323 1.20622 -1.75346
N 0.89263 1.78375 -0.83816
H 0.29200 0.25684 -2.20140
H -1.11216 0.99511 -1.38991
H -0.18833 1.81275 -2.71164
H 0.59065 2.60749 -0.38566
H 1.91269 1.93057 -1.29368
C -0.90914 -1.96545 1.00861
N 0.12918 -1.08940 1.62703
H -1.57436 -2.46368 1.78714
H -1.48819 -1.18345 0.40128
H -0.37785 -2.69157 0.41794
H 0.67314 -1.46076 2.43135
H 0.07402 -0.10840 1.89155



Record 5
14
Properties=species:S:1:pos:R:3 method="wB97M-V/def2-TZVPD" gap_ev=10.346 smiles=CCN.N homo_ha=-0.3396 e_lumo_ev=1.104
C 0.95576 0.76070 -1.17414
C -0.51944 1.07686 -0.85564
N -0.81399 1.04830 0.56014
H 1.47829 1.61437 -1.57449
H 1.00265 0.01349 -1.97398
H 1.46366 0.33309 -0.31249
H -1.11853 0.34230 -1.40859
H -0.80205 2.04058 -1.27423
H -1.50662 1.69555 0.89976
H -1.10077 0.12410 0.84575
N 0.32299 -2.51041 1.14966
H 0.05096 -2.81782 2.07525
H 1.33765 -2.49791 1.15120
H 0.02375 -1.55470 1.02099



Record 6
14
Properties=species:S:1:pos:R:3 method="wB97M-V/def2-TZVPD" charge=+1 gap_ev="8.514 / 2.918" homo_ha="-0.4631 / -0.4613" e_lumo_ev="-4.089 / -9.635" multiplicity=2
C 0.36228 0.20770 -1.63400
N 1.02411 1.02916 -2.68181
H 0.04587 0.98624 -0.88760
H -0.52269 -0.22585 -2.09999
H 1.17080 -0.43605 -1.27285
H 0.34485 1.44560 -3.33480
H 1.59271 0.45546 -3.32742
C -0.00207 -0.71683 2.06470
N -1.21488 0.18536 2.25941
H 0.76859 0.00100 1.79732
H 0.15657 -1.27383 2.97543
H -0.24205 -1.40612 1.20876
H -1.91424 -0.34494 1.72902
H -1.56984 0.09309 3.20383



Record 7
15
Properties=species:S:1:pos:R:3 method="wB97M-V/def2-TZVPD" gap_ev=9.424 smiles=CNCN.O homo_ha=-0.3164 e_lumo_ev=0.814
C -1.08949 0.77476 0.88352
N -1.16533 1.49192 -0.38828
C -0.12068 1.34437 -1.36692
N -0.65518 1.07951 -2.73715
H -1.68657 1.31300 1.60214
H -0.04297 0.52132 1.09425
H -1.54633 -0.21910 0.78227
H -1.47104 2.43681 -0.22622
H 0.49943 2.23749 -1.41733
H 0.46555 0.46208 -1.11561
H -0.92161 1.96014 -3.16130
H -1.54047 0.64690 -2.47131
O 3.26854 -4.79473 3.16710
H 3.56675 -4.94047 2.26174
H 2.43938 -4.31400 3.09310



Record 8
15
Properties=species:S:1:pos:R:3 method="wB97M-V/def2-TZVPD" gap_ev=7.325 homo_ha=-0.3160 e_lumo_ev=-1.273
N 0.37768 -4.39295 3.48605
H 1.26754 -4.81910 3.26117
H 1.50301 2.74094 -1.39871
H -0.24374 -4.48346 4.21202
H 0.10634 -3.90936 2.58808
C -0.32887 2.54187 -1.44620
N -0.55633 1.32682 -2.32950
C -0.50234 0.34795 -0.48456
O -0.60278 0.71970 0.72647
H -0.38260 2.58190 -0.28885
H -0.51231 3.54775 -1.82820
H 0.71138 2.29604 -1.54869
H 0.07658 1.63485 -3.16201
H 0.31553 0.29811 -1.09102
H -1.22909 -0.43105 -0.69605



Record 9
16
Properties=species:S:1:pos:R:3 method="wB97M-V/def2-TZVPD" gap_ev=8.992 smiles="N/C=C/N.O.O" homo_ha=-0.3016 e_lumo_ev=0.785
N -0.12390 -0.19266 2.55186
C -0.38677 -0.14804 1.17847
C -1.55676 -0.01386 0.55830
N -1.61203 0.54851 -0.76521
H -0.95843 0.03823 3.06853
H 0.63462 0.42927 2.76883
H 0.48851 -0.22783 0.53831
H -2.51491 -0.34037 0.94286
H -1.59117 1.55380 -0.70037
H -2.48491 0.33210 -1.23017
O 3.33211 -0.25051 -0.51325
H 2.58094 0.06054 -0.01224
H 3.06108 -0.69840 -1.31825
O 0.72979 -0.44169 -2.18218
H -0.11629 -0.17217 -1.76644
H 0.51812 -0.47693 -3.11905



Record 10
16
Properties=species:S:1:pos:R:3 method="wB97M-V/def2-TZVPD" gap_ev=10.018 homo_ha=-0.3407 e_lumo_ev=0.746
C 1.23997 -2.02513 0.84319
N 0.36288 -0.97165 0.41789
C 0.60603 -0.40133 -0.71381
N 1.42530 -0.87661 -1.66777
H 1.11027 -2.97208 0.29892
H 2.28702 -1.68962 0.82696
H 1.06310 -2.26560 1.89596
H 0.21150 0.60909 -0.75100
H 1.72725 -0.27050 -2.39748
H 1.82442 -1.77371 -1.49945
O -1.85914 1.13193 1.08547
H -2.18566 0.69269 1.85668
H -1.06261 0.65455 0.81509
O -2.38354 3.27331 -0.66108
H -2.32844 4.17892 -0.37529
H -2.03834 2.70577 0.02574



Record 11
16
Properties=species:S:1:pos:R:3 method="wB97M-V/def2-TZVPD" gap_ev=9.190 smiles="[H]/N=C/NC.O.O" homo_ha=-0.3112 e_lumo_ev=0.721
H 1.27448 -0.86554 -2.10659
N 0.50271 -1.06123 -1.46785
C -0.21026 0.01051 -1.43160
N -0.91639 0.38886 -0.33615
C -1.60116 1.66837 -0.34676
H -0.48510 0.68815 -2.25024
H -1.01102 -0.18775 0.48959
H -2.26108 1.71744 0.51890
H -2.11938 1.90475 -1.27418
H -0.89870 2.49509 -0.16870
O 3.59360 0.99305 1.70227
H 3.80004 1.05650 0.75599
H 2.67000 0.73334 1.69013
O -1.56058 -1.90473 1.29501
H -2.40519 -2.24419 1.61221
H -1.11523 -2.57631 0.77793



Record 12
16
Properties=species:S:1:pos:R:3 method="wB97M-V/def2-TZVPD" charge=+1 gap_ev="9.679 / 5.766" homo_ha="-0.5454 / -0.5444" e_lumo_ev="-5.162 / -9.047" multiplicity=2
C -1.00144 2.08636 -1.15273
N -1.11584 0.73228 -0.71084
C -0.02063 -0.10300 -0.80640
N 1.04276 0.03445 -0.11933
H -1.41836 2.74773 -0.37473
H 0.02006 2.43750 -1.23876
H -1.74360 2.24398 -1.96038
H -1.82217 0.46160 -0.01652
H -0.12299 -1.09846 -1.31731
H 1.89913 -0.26262 -0.59024
H 0.29756 0.04040 3.00016
H 0.43843 0.53000 1.60545
O 0.40394 0.86039 2.51118
H -0.18251 -3.44646 0.19832
H 1.01450 -2.46376 0.19651
O 0.59851 -3.17946 -0.28812



Listing energy above the lowest of the compared OMol25 structures with the same formula, charge and spin for the structures above in their given order: 170.55; 439.74; 65.65; 146.10; 24.36; 152.12; 82.54; 902.39; 109.38; 57.79; 94.71; 216.79 kJ/mol.